(1)
58
Properties=species:S:1:pos:R:3:forces:R:3 method="wB97M-V/def2-TZVPD" orbital_gap_ev=8.0 de_lowest_kj_mol=8.9 multiplicity=1
C -6.28679 -3.06071 -1.14513 -0.17 -0.15 -0.08
O -5.24242 -2.22697 -0.70885 0.18 0.30 0.21
C -5.54048 -1.18958 0.13213 0.09 0.14 0.09
C -6.81595 -0.91342 0.60958 -0.07 -0.26 -0.18
C -7.02530 0.15695 1.46350 0.02 0.08 0.05
C -5.96965 0.95926 1.85135 -0.11 0.06 0.09
C -4.69807 0.68564 1.37743 -0.08 -0.12 -0.04
C -4.46694 -0.37455 0.51786 -0.06 -0.21 -0.11
C -3.07536 -0.65888 0.01840 0.05 -0.09 -0.07
N -2.32343 0.56779 -0.18845 0.00 -0.14 -0.04
C -2.84263 1.32404 -1.31320 -0.15 0.35 0.04
C -2.16629 2.68821 -1.38082 0.01 -0.23 -0.28
C -0.65787 2.51570 -1.51315 -0.18 0.06 0.40
C -0.14661 1.65914 -0.34867 -0.05 0.05 -0.35
N 1.29996 1.59645 -0.36989 0.07 -0.01 0.11
C 2.00676 1.53427 0.89073 0.08 -0.19 0.15
C 2.32103 0.09494 1.33369 0.01 0.30 0.08
N 3.05648 -0.61963 0.31123 -0.48 -0.16 0.13
C 4.43894 -0.60155 0.27704 0.53 -0.07 0.08
C 5.20933 0.17385 1.15386 -0.28 -0.04 -0.10
C 6.58945 0.11167 1.14670 0.37 -0.21 -0.20
C 7.22607 -0.72511 0.25250 -0.09 0.06 0.07
F 8.58062 -0.78059 0.23624 -0.10 0.00 0.00
C 6.50233 -1.51128 -0.62494 0.26 0.17 0.11
C 5.12544 -1.45091 -0.60432 -0.11 0.11 0.02
C 2.29080 -0.64489 -0.91947 -0.09 0.28 -0.29
C 1.95748 0.79178 -1.37493 0.08 -0.20 -0.09
C -0.90494 0.31885 -0.35350 0.12 0.20 0.31
H -6.76418 -3.58053 -0.30807 0.01 0.04 -0.04
H -5.82174 -3.79377 -1.80298 -0.08 0.03 0.04
H -7.04330 -2.50175 -1.70573 0.02 -0.02 0.04
H -7.65639 -1.52596 0.32326 -0.05 -0.07 -0.05
H -8.02368 0.35654 1.82387 -0.08 0.01 0.02
H -6.13374 1.79161 2.51869 -0.01 0.07 0.06
H -3.85849 1.30141 1.66008 0.10 0.08 0.01
H -3.13497 -1.26742 -0.89932 0.09 0.05 0.11
H -2.55128 -1.25317 0.77540 0.03 -0.03 -0.11
H -3.91897 1.44628 -1.17355 0.04 -0.03 -0.09
H -2.68004 0.78264 -2.26502 -0.03 -0.02 0.04
H -2.39262 3.23920 -0.46684 -0.06 0.06 0.03
H -2.56125 3.25107 -2.22814 -0.05 0.04 0.02
H -0.15163 3.48132 -1.50046 0.07 -0.02 -0.01
H -0.43124 2.02878 -2.46359 0.05 -0.04 -0.09
H -0.42173 2.17430 0.57818 0.00 -0.05 -0.03
H 1.42543 2.04665 1.65839 0.02 0.06 0.01
H 2.95438 2.07182 0.75706 0.00 -0.01 0.14
H 2.87560 0.08378 2.27132 -0.03 -0.04 0.02
H 1.38407 -0.44972 1.49531 0.04 0.05 0.07
H 4.73959 0.84884 1.85051 -0.08 0.06 0.03
H 7.17156 0.71684 1.82401 0.08 0.05 0.06
H 7.01779 -2.16932 -1.30676 0.07 -0.07 -0.06
H 4.57476 -2.09528 -1.27125 -0.06 -0.06 -0.03
H 2.84957 -1.14123 -1.71015 -0.05 -0.05 0.03
H 1.37316 -1.21188 -0.73522 0.02 -0.01 -0.09
H 1.34479 0.75964 -2.27499 0.02 0.02 -0.09
H 2.90505 1.28869 -1.62388 -0.01 -0.10 -0.10
H -0.57288 -0.29705 0.48631 0.02 -0.04 -0.08
H -0.69735 -0.22773 -1.29247 0.03 -0.03 0.02

***

(2)
61
Properties=species:S:1:pos:R:3:forces:R:3 method="wB97M-V/def2-TZVPD" orbital_gap_ev=7.6 multiplicity=1
O 1.13403 0.37713 -1.02506 -0.45 0.50 -0.48
S 1.08447 -0.48646 0.14003 -1.02 -1.51 3.20
O 1.16608 0.11724 1.49365 0.31 -0.08 -2.01
C -0.38978 -1.48526 0.03532 3.86 -0.06 0.14
C -1.55093 -0.87403 -0.54059 -5.49 1.71 3.11
N -1.61782 0.23136 -1.82504 0.72 -3.93 1.58
C -2.25289 -0.66448 -2.83733 1.77 0.47 -0.72
C -3.65919 -0.15783 -3.00019 -0.90 0.13 -0.04
C -3.80987 1.11272 -2.14394 0.23 -0.04 0.36
C -2.39909 1.55791 -1.83570 1.98 -1.19 0.29
C -2.14973 2.42630 -0.58743 -1.07 -0.24 0.50
N -1.28037 3.52001 -0.78344 1.15 0.43 -0.57
C -1.54609 4.51556 -1.81017 -0.19 0.06 0.07
C -0.72949 5.76237 -1.40463 0.08 -0.17 -0.07
C -0.21625 5.50160 0.03213 0.04 -0.15 -0.09
C -0.76396 4.12263 0.42930 0.01 0.10 0.45
S -0.41996 -3.00042 1.05544 2.32 -0.93 -3.25
O 0.19857 -4.03435 0.18544 -1.08 0.94 1.57
O -1.74632 -3.19773 1.53557 -1.32 0.03 0.30
C 0.69333 -2.97320 2.49559 0.06 0.37 0.54
C 0.56423 -1.97046 3.45595 -0.02 0.22 -0.03
C 1.47578 -1.87424 4.51161 -0.21 -0.08 -0.09
C 2.49303 -2.81855 4.65176 -0.18 0.13 -0.25
C 2.56370 -3.87896 3.75138 -0.33 -0.16 -0.10
C 1.63681 -3.98972 2.70710 0.23 0.23 -0.49
C 2.47751 -1.62503 0.04649 0.13 0.00 -0.26
C 3.55809 -1.55674 0.93213 -0.25 -0.20 -0.03
C 4.61499 -2.46171 0.78767 -0.10 0.25 -0.05
C 4.60951 -3.39915 -0.24455 -0.12 0.09 0.08
C 3.52338 -3.45524 -1.11379 -0.07 -0.05 -0.30
C 2.46439 -2.56453 -0.98108 0.09 0.12 -0.06
H -1.95833 -0.01345 0.12044 -0.18 -1.98 -0.06
H -2.38143 -1.76642 -0.73634 1.86 2.79 0.79
H -0.58953 0.27026 -1.77328 0.24 0.95 -1.22
H -2.12724 -1.73814 -2.57587 -0.11 1.01 -0.40
H -1.62136 -0.42115 -3.66727 -0.19 -0.49 -1.38
H -4.38271 -0.89389 -2.66768 -0.11 -0.16 -0.09
H -3.84981 0.04831 -4.05038 -0.11 0.00 -0.03
H -4.34217 0.90982 -1.20534 0.14 -0.03 -0.19
H -4.33542 1.91660 -2.64459 -0.18 0.06 -0.15
H -1.87683 1.96173 -2.72364 -0.66 0.52 0.35
H -1.74494 1.84984 0.27652 -0.32 0.12 -0.75
H -3.16541 2.76861 -0.26082 0.24 -0.09 0.00
H -2.61584 4.77383 -1.89818 -0.04 -0.09 0.17
H -1.23927 4.13912 -2.79484 -0.04 0.09 0.11
H -1.35033 6.66287 -1.44667 0.15 -0.17 -0.08
H 0.11283 5.88942 -2.09242 -0.19 0.10 0.13
H 0.87818 5.48351 0.05127 -0.22 0.11 0.02
H -0.56484 6.27293 0.72811 0.17 -0.17 -0.14
H 0.01190 3.48102 0.86987 -0.14 0.08 -0.11
H -1.54488 4.23140 1.20254 -0.08 0.01 -0.14
H -0.25041 -1.25096 3.36754 0.37 -0.05 -0.06
H 1.39055 -1.04532 5.21546 -0.01 -0.27 -0.17
H 3.21743 -2.73053 5.46104 -0.16 -0.02 -0.21
H 3.34790 -4.63276 3.85224 -0.33 0.17 -0.01
H 1.67730 -4.84444 2.03364 0.04 0.35 -0.02
H 3.55788 -0.82765 1.73865 -0.08 -0.12 -0.15
H 5.45035 -2.41870 1.48548 -0.18 0.01 -0.17
H 5.45356 -4.07755 -0.38181 -0.28 0.15 0.12
H 3.48969 -4.19208 -1.91994 0.09 0.23 0.28
H 1.62705 -2.58297 -1.67736 0.15 -0.12 0.27

***

(3)
70
Properties=species:S:1:pos:R:3:forces:R:3 method="wB97M-V/def2-TZVPD" orbital_gap_ev="6.5 / 6.5" de_lowest_kj_mol=34.4 multiplicity=2 charge=-2
V 9.41454 13.49123 10.50415 1.34 -0.33 0.43
O 13.28909 13.10136 11.82114 -0.64 0.15 0.64
C 12.07060 13.09416 12.02670 0.11 -0.80 -0.34
O 11.19019 12.86116 11.12486 0.30 0.59 0.27
C 11.48546 13.27283 13.43061 0.39 0.66 -1.86
C 12.24157 13.12385 14.53127 1.08 -0.24 2.14
C 11.74764 13.48384 15.81735 0.99 -1.11 -0.78
C 10.51076 14.01066 15.94126 -2.50 1.47 -0.96
C 9.70289 14.17360 14.79664 0.63 -0.28 0.80
C 10.17868 13.81710 13.48242 -2.31 0.39 0.54
O 9.37778 14.01208 12.49644 0.33 0.11 0.33
N 8.28696 14.69821 15.00493 1.34 0.61 0.58
O 8.19594 15.83958 15.49374 -0.09 -1.43 -0.69
O 7.36259 13.95286 14.77866 0.26 0.41 -0.05
N 12.50484 13.18529 17.01870 -1.63 1.27 0.75
O 11.98596 13.41387 18.13881 0.62 -0.38 -1.42
O 13.61688 12.76894 16.87149 1.41 -0.70 0.22
H 13.26361 12.73423 14.49226 -0.43 0.17 -0.33
H 10.19041 14.41255 16.88946 -0.25 -0.28 0.16
C 10.96531 14.92118 7.03432 -0.39 -0.27 1.04
C 10.19028 16.09810 7.64852 0.92 -0.48 -0.98
C 10.14929 17.29963 6.96662 -1.21 1.28 0.23
C 9.61181 18.43618 7.63271 0.63 0.56 -1.54
C 9.30517 18.39947 8.95856 -0.26 -0.99 2.58
C 9.38249 17.18320 9.69178 0.00 0.09 -0.14
C 9.13957 17.02980 11.19433 0.11 -0.83 -0.97
C 9.70707 16.01102 8.97936 0.29 1.16 -0.70
N 9.67481 14.80902 9.55410 0.48 -0.83 0.59
H 11.51234 15.28687 6.14641 0.20 -0.29 0.69
H 10.34277 14.08845 6.68963 -0.25 0.17 0.08
H 11.56486 14.43743 7.87560 -0.23 0.76 -1.34
H 10.39350 17.43702 5.89091 0.16 -0.48 0.92
H 9.53180 19.39853 7.09591 0.05 -0.59 0.21
H 9.00626 19.25620 9.58898 0.16 -0.12 -0.84
H 9.16065 17.95007 11.74760 0.13 0.48 0.18
H 9.78521 16.25196 11.63803 0.29 0.70 -0.25
H 8.19377 16.53771 11.35060 -0.78 0.04 0.04
C 14.14969 10.56008 9.70214 0.09 1.35 0.34
C 12.92864 9.84901 10.19512 -0.42 -0.73 0.17
O 11.83891 10.76096 10.01428 -0.54 -0.78 -0.05
P 10.52258 10.47894 9.12575 0.07 0.31 -0.21
O 9.70342 11.75201 9.26470 0.16 -0.19 0.28
Te 11.02222 9.65606 6.93989 -0.04 0.19 0.38
O 9.71161 9.23522 9.83430 0.56 0.72 -0.14
C 9.21433 9.52208 11.13753 0.66 -0.15 0.90
C 8.66108 8.26106 11.74158 -1.52 0.08 1.88
H 15.11188 10.09379 9.89406 -0.05 -0.53 -0.18
H 14.18706 11.52569 10.25464 -0.13 -0.49 -0.31
H 13.98711 10.81339 8.66797 0.33 -0.06 -0.58
H 13.09252 9.66372 11.27466 -0.63 -0.07 -0.32
H 12.63790 8.90773 9.67471 0.69 0.38 0.29
H 8.43832 10.25949 11.07788 -0.26 0.54 -0.01
H 10.03417 9.92243 11.78040 -0.46 -0.18 -0.41
H 7.70303 7.93061 11.30195 0.54 0.15 -0.24
H 8.39449 8.38917 12.85099 0.49 0.22 -1.41
H 9.36453 7.46067 11.72777 0.59 -0.66 -0.28
C 6.61749 13.96778 8.56495 0.97 2.25 0.57
C 6.63569 13.11790 9.83134 -0.96 0.56 -1.00
C 5.25071 13.25972 10.48134 2.68 -1.86 2.71
C 6.79762 11.69992 9.35902 0.86 -1.18 1.02
O 7.58648 13.58844 10.72327 -0.31 -1.00 0.08
H 5.76638 13.77398 7.93851 -0.26 -0.47 -0.54
H 7.59396 13.92014 8.03240 -0.76 -0.12 0.12
H 6.48981 15.04560 8.89077 0.27 -0.92 -0.34
H 4.52974 12.78163 9.88686 -1.37 -0.04 -0.81
H 5.15763 14.28179 10.76660 -0.75 0.74 0.09
H 5.38728 12.62146 11.44318 -0.62 1.13 -1.25
H 5.92519 11.42338 8.80460 -0.56 -0.31 -0.50
H 6.89350 10.99943 10.21763 -0.28 0.38 -0.35
H 7.69661 11.54494 8.76428 -0.28 0.14 -0.10

***

no.,total energy (eV)
1,-33572.535
2,-57172.762
3,-93601.609